Record 1
Entry from OMol25: a molecular structure, H34O33S4Zn2 at a distorted geometry (wB97M-V/def2-TZVPD).

Structure (ORCA input):
```
! wB97M-V def2-TZVPD RIJCOSX def2/J DEFGRID3
* xyz -4 1
Zn -0.04 0.69 0.00
Zn 3.91 0.18 -2.86
S -2.82 -0.50 1.31
S 0.73 -0.99 -2.72
S 2.76 2.33 -0.62
S 2.29 0.30 4.07
O 2.19 -0.64 -2.74
O -0.43 -1.44 3.74
O -2.85 -1.56 2.36
O 2.38 -3.10 0.85
O -0.43 1.81 1.94
O 0.53 -2.40 -2.76
O 3.11 1.69 -1.85
O -3.15 0.77 1.95
O 3.54 1.74 0.45
O 0.62 4.72 -0.22
O 2.00 -0.98 3.41
O -1.65 1.83 -1.07
O 1.21 -0.52 0.99
O 4.47 -0.71 -0.99
O 1.73 3.78 4.00
O 2.88 1.23 3.10
O 1.34 2.07 -0.43
O -3.00 0.63 -3.06
O -1.48 -0.44 0.67
O -3.71 -2.37 -1.73
O 3.34 -0.14 5.02
O -1.83 -3.29 -3.57
O 0.13 2.26 -3.66
O -3.78 -0.84 0.29
O 1.73 -4.32 -1.61
O -1.94 4.59 -0.13
O 2.97 3.77 -0.65
O -0.95 -2.85 -0.40
O 0.00 -0.45 -3.88
O -0.96 -3.72 2.20
O 1.18 0.88 4.75
O -4.80 1.29 -0.95
O 0.16 -0.40 -1.53
H 0.86 3.79 -0.19
H -1.28 1.41 2.09
H 0.00 1.39 -3.27
H 1.54 -0.53 1.89
H 2.66 -3.95 1.20
H -0.32 2.42 2.66
H 3.19 -2.68 0.56
H 1.54 3.25 4.77
H -0.74 -0.79 4.36
H -1.75 -4.15 -3.14
H -2.26 4.12 0.64
H -0.34 4.72 -0.28
H -4.45 0.63 -0.35
H 0.40 -1.09 3.41
H -3.84 -1.88 -0.91
H -1.98 1.62 -1.95
H 1.45 -1.38 0.64
H -0.29 -2.67 -1.07
H -3.70 0.00 -3.24
H 4.93 -1.43 -0.56
H -4.13 1.36 -1.64
H -0.94 -3.42 1.29
H -1.05 -2.81 -3.29
H 2.13 3.17 3.38
H 0.68 2.72 -3.03
H 4.24 -0.12 -0.27
H 1.36 -3.60 -2.12
H -0.33 -4.45 2.21
H -2.73 4.98 -0.51
H 1.84 -3.97 -0.73
H -2.78 -2.59 -1.73
H -2.23 0.23 -3.47
H -1.23 -1.98 -0.09
H -1.84 2.76 -0.97
*
```

Summary:
HOMO-LUMO gap ... 1.8530 eV

Atom charges from the Mulliken analysis, given in e for atoms 1 to 8: number 1, Zn, carries 1.34; number 2, Zn, carries 0.54; number 3, S, carries 1.49; number 4, S, carries 1.01; number 5, S, carries 1.39; number 6, S, carries 1.12; number 7, O, carries 0.04; number 8, O, carries -0.61

=====

Record 2
Entry from OMol25: a single C5H7N3 molecule at a distorted geometry (wB97M-V/def2-TZVPD).

Structure (ORCA input):
```
! wB97M-V def2-TZVPD RIJCOSX def2/J DEFGRID3
* xyz 0 1
N -0.51 1.14 -0.25
N 2.15 0.95 0.08
N -1.15 -0.57 0.98
C 1.39 -1.22 -0.65
C -1.82 0.86 -0.53
C -0.13 0.29 0.72
C 1.18 -0.01 -0.11
C -2.27 -0.11 0.32
H 0.59 -1.89 -0.85
H -3.25 -0.51 0.48
H -1.08 -1.41 1.53
H 1.86 1.80 0.56
H 3.04 0.77 -0.36
H 2.40 -1.59 -0.75
H -2.40 1.49 -1.17
*
```

Summary:
SMILES ... C=C(N)c1ncc[nH]1
HOMO-LUMO gap ... 8.3229 eV
Energy relative to the best compared isomer or geometry (same formula, charge and spin) ... 3.257 eV

Atom charges from the Mulliken analysis, given in e for atoms 1 to 8: number 1, N, carries -0.36; number 2, N, carries -0.43; number 3, N, carries -0.06; number 4, C, carries -1.31; number 5, C, carries -0.39; number 6, C, carries -0.08; number 7, C, carries 0.80; number 8, C, carries -0.23

=====

Record 3
Entry from OMol25: a gas-phase ion, C4H4NO (charge -1) at a distorted geometry (wB97M-V/def2-TZVPD).

Structure (ORCA input):
```
! wB97M-V def2-TZVPD RIJCOSX def2/J DEFGRID3
* xyz -1 1
O 1.74 1.62 -0.79
N 0.87 1.19 0.06
C -0.72 -0.86 -1.39
C -0.08 -0.20 -0.35
C -1.55 -0.29 -0.21
C 1.07 -0.13 0.58
H 1.98 -0.67 0.28
H 0.82 -0.26 1.64
H -2.15 0.60 -0.35
H -1.97 -0.98 0.53
*
```

Summary:
HOMO-LUMO gap ... 7.5985 eV
Energy relative to the best compared isomer or geometry (same formula, charge and spin) ... 2.629 eV

Atom charges from the Mulliken analysis, given in e for atoms 1 to 8: number 1, O, carries -0.58; number 2, N, carries -0.10; number 3, C, carries -0.76; number 4, C, carries 0.28; number 5, C, carries -0.69; number 6, C, carries -0.04; number 7, H, carries 0.30; number 8, H, carries 0.22

=====

Record 4
Entry from OMol25: a single C6H12O molecule at a distorted geometry (wB97M-V/def2-TZVPD).

Structure (ORCA input):
```
! wB97M-V def2-TZVPD RIJCOSX def2/J DEFGRID3
* xyz 0 1
O 1.29 1.00 1.85
C 1.22 0.48 0.60
C 1.80 -0.71 0.30
C -1.15 0.96 0.02
C -0.97 -1.23 -1.17
C 0.34 1.29 -0.29
C -1.39 -0.54 0.12
H 2.45 -0.78 -0.56
H -0.71 -0.96 0.87
H 2.03 -1.40 1.11
H 0.50 2.36 -0.14
H -1.76 1.31 -0.82
H 0.28 -1.50 -0.78
H -1.45 1.46 0.94
H -1.81 -1.88 -1.55
H 1.88 0.43 2.37
H -2.40 -0.75 0.49
H 0.55 1.05 -1.34
H -0.71 -0.59 -2.01
*
```

Summary:
SMILES ... C=C(O)CCCC
HOMO-LUMO gap ... 9.1400 eV
Energy relative to the best compared isomer or geometry (same formula, charge and spin) ... 2.831 eV

Atom charges from the Mulliken analysis, given in e for atoms 1 to 8: number 1, O, carries -0.45; number 2, C, carries 0.55; number 3, C, carries -1.18; number 4, C, carries -0.79; number 5, C, carries -0.88; number 6, C, carries -0.66; number 7, C, carries -0.50; number 8, H, carries 0.30

=====

Record 5
Entry from OMol25: a single CH6NPS molecule at a distorted geometry (wB97M-V/def2-TZVPD).

Structure (ORCA input):
```
! wB97M-V def2-TZVPD RIJCOSX def2/J DEFGRID3
* xyz 0 1
S 0.29 0.12 -0.24
P 2.24 0.98 -0.13
N -0.79 1.38 0.28
C -0.81 -1.18 0.14
H -0.52 1.68 1.20
H -0.69 -1.91 -0.72
H 2.78 -0.24 -0.47
H -0.04 -0.06 -1.51
H -0.85 -1.62 1.12
H -1.61 0.83 0.34
*
```

Summary:
SMILES ... C=[S@@H](N)=P
HOMO-LUMO gap ... 8.1130 eV
Energy relative to the best compared isomer or geometry (same formula, charge and spin) ... 5.798 eV

Atom charges from the Mulliken analysis, given in e for atoms 1 to 8: number 1, S, carries 0.07; number 2, P, carries -0.12; number 3, N, carries -0.50; number 4, C, carries -0.80; number 5, H, carries 0.27; number 6, H, carries 0.20; number 7, H, carries -0.03; number 8, H, carries 0.25

=====

Record 6
Entry from OMol25: a gas-phase ion, C5H13N2O (charge +1) at a distorted geometry (wB97M-V/def2-TZVPD).

Structure (ORCA input):
```
! wB97M-V def2-TZVPD RIJCOSX def2/J DEFGRID3
* xyz 1 1
O -0.57 -2.68 0.90
N -1.38 -0.66 -0.37
N -0.43 1.33 1.12
C 0.57 -1.92 0.46
C 0.84 0.34 -0.81
C 0.35 1.56 -0.04
C 0.06 -0.97 -0.65
C 0.66 2.79 -0.45
H -0.34 -3.11 1.74
H -1.73 -0.03 -1.09
H 0.01 0.86 1.90
H -1.45 -0.16 0.54
H 0.11 -1.51 -1.59
H 1.21 -2.63 -0.03
H 0.57 0.57 -1.85
H 1.93 0.30 -0.87
H -0.92 2.14 1.44
H 1.00 -1.36 1.28
H -1.93 -1.51 -0.38
H 0.32 3.61 0.16
H 1.13 3.06 -1.39
*
```

Summary:
SMILES ... C=C(N)C[C@H]([NH3+])CO
HOMO-LUMO gap ... 9.7698 eV
Energy relative to the best compared isomer or geometry (same formula, charge and spin) ... 1.774 eV

Atom charges from the Mulliken analysis, given in e for atoms 1 to 8: number 1, O, carries -0.54; number 2, N, carries -0.31; number 3, N, carries -0.53; number 4, C, carries -0.77; number 5, C, carries -1.03; number 6, C, carries 0.83; number 7, C, carries -0.03; number 8, C, carries -1.19

=====

Please write out number 1 again, unchanged.
Entry from OMol25: a molecular structure, H34O33S4Zn2 at a distorted geometry (wB97M-V/def2-TZVPD).

Structure (ORCA input):
```
! wB97M-V def2-TZVPD RIJCOSX def2/J DEFGRID3
* xyz -4 1
Zn -0.04 0.69 0.00
Zn 3.91 0.18 -2.86
S -2.82 -0.50 1.31
S 0.73 -0.99 -2.72
S 2.76 2.33 -0.62
S 2.29 0.30 4.07
O 2.19 -0.64 -2.74
O -0.43 -1.44 3.74
O -2.85 -1.56 2.36
O 2.38 -3.10 0.85
O -0.43 1.81 1.94
O 0.53 -2.40 -2.76
O 3.11 1.69 -1.85
O -3.15 0.77 1.95
O 3.54 1.74 0.45
O 0.62 4.72 -0.22
O 2.00 -0.98 3.41
O -1.65 1.83 -1.07
O 1.21 -0.52 0.99
O 4.47 -0.71 -0.99
O 1.73 3.78 4.00
O 2.88 1.23 3.10
O 1.34 2.07 -0.43
O -3.00 0.63 -3.06
O -1.48 -0.44 0.67
O -3.71 -2.37 -1.73
O 3.34 -0.14 5.02
O -1.83 -3.29 -3.57
O 0.13 2.26 -3.66
O -3.78 -0.84 0.29
O 1.73 -4.32 -1.61
O -1.94 4.59 -0.13
O 2.97 3.77 -0.65
O -0.95 -2.85 -0.40
O 0.00 -0.45 -3.88
O -0.96 -3.72 2.20
O 1.18 0.88 4.75
O -4.80 1.29 -0.95
O 0.16 -0.40 -1.53
H 0.86 3.79 -0.19
H -1.28 1.41 2.09
H 0.00 1.39 -3.27
H 1.54 -0.53 1.89
H 2.66 -3.95 1.20
H -0.32 2.42 2.66
H 3.19 -2.68 0.56
H 1.54 3.25 4.77
H -0.74 -0.79 4.36
H -1.75 -4.15 -3.14
H -2.26 4.12 0.64
H -0.34 4.72 -0.28
H -4.45 0.63 -0.35
H 0.40 -1.09 3.41
H -3.84 -1.88 -0.91
H -1.98 1.62 -1.95
H 1.45 -1.38 0.64
H -0.29 -2.67 -1.07
H -3.70 0.00 -3.24
H 4.93 -1.43 -0.56
H -4.13 1.36 -1.64
H -0.94 -3.42 1.29
H -1.05 -2.81 -3.29
H 2.13 3.17 3.38
H 0.68 2.72 -3.03
H 4.24 -0.12 -0.27
H 1.36 -3.60 -2.12
H -0.33 -4.45 2.21
H -2.73 4.98 -0.51
H 1.84 -3.97 -0.73
H -2.78 -2.59 -1.73
H -2.23 0.23 -3.47
H -1.23 -1.98 -0.09
H -1.84 2.76 -0.97
*
```

Summary:
HOMO-LUMO gap ... 1.8530 eV

Atom charges from the Mulliken analysis, given in e for atoms 1 to 8: number 1, Zn, carries 1.34; number 2, Zn, carries 0.54; number 3, S, carries 1.49; number 4, S, carries 1.01; number 5, S, carries 1.39; number 6, S, carries 1.12; number 7, O, carries 0.04; number 8, O, carries -0.61

=====

Look up the HOMO-LUMO gap of the first one.
1.8530 eV

=====

Which value of HOMO-LUMO gap does entry 6 give?
9.7698 eV

=====

Which of these has the highest HOMO-LUMO gap?
C5H13N2O